[1]
Molecular formula: C5H7DyO3
Method: DFT, ωB97M-V/def2-TZVPD

```
16
Properties=species:S:1:pos:R:3
O -1.330 2.490 -0.180
C -0.136 2.692 -0.527
O 0.746 3.177 0.328
Dy -2.006 2.752 -2.607
O 0.259 2.453 -1.707
C 0.602 -1.898 -0.907
H 0.147 -1.120 -1.534
H 1.645 -1.614 -0.717
H 0.520 -2.790 -1.544
C 0.032 -0.245 2.220
C -0.042 -1.204 1.472
C -0.108 -2.256 0.467
H -0.176 0.578 2.883
H 0.675 2.651 1.200
H 0.337 -3.175 0.878
H -1.166 -2.492 0.275
```

Computed properties:
- strongest force on any atom (eV/A) = 3.88
- energy relative to the best compared isomer or geometry (same formula, charge and spin) (eV) = 0.000
- total charge = +1
- E (hartree) = -1305.10775
- spin multiplicity = 7
- frontier orbital gap (spin up / spin down) (eV) = 6.24 / 5.39

[2]
Molecular formula: C43H95NO24S7Si
Method: DFT, ωB97M-V/def2-TZVPD

```
171
Properties=species:S:1:pos:R:3
C -1.386 3.453 2.486
N -1.635 4.808 1.905
C -3.023 4.968 1.372
C -0.610 5.206 0.923
O -0.123 6.370 1.056
C -0.112 4.310 -0.312
Si 1.751 4.549 -0.735
C 2.887 3.196 0.046
C 3.010 1.894 -0.902
O 3.884 0.876 -0.366
C 4.563 0.137 -1.412
C 3.862 -1.266 -1.794
O 3.751 -1.449 -3.260
C 2.453 -0.914 -3.574
C 2.345 0.586 -3.930
C 0.996 1.262 -4.238
C -0.304 0.397 -4.228
C -1.757 1.059 -4.554
C -1.485 2.144 -5.702
C -2.622 -0.128 -5.211
C -2.295 1.622 -3.163
C -3.599 2.535 -3.189
C -3.359 4.046 -3.738
C -4.889 1.911 -3.907
C -4.030 2.738 -1.619
C -0.173 -1.115 -3.861
C 1.196 -1.807 -3.532
H -2.405 2.973 2.697
H -0.890 3.610 3.505
H -0.717 2.774 1.857
H -3.639 5.515 2.175
H -3.035 5.649 0.442
H -3.552 3.967 1.147
H -0.731 4.664 -1.224
H -0.345 3.195 -0.200
H 2.121 5.912 -0.323
H 1.911 4.526 -2.208
H 2.559 2.889 1.102
H 3.928 3.683 0.161
H 3.298 2.273 -1.940
H 1.952 1.431 -0.973
H 5.617 -0.135 -1.021
H 4.711 0.728 -2.376
H 2.786 -1.236 -1.377
H 4.408 -2.184 -1.381
H 3.316 1.185 -3.917
H 0.980 2.375 -4.463
H -1.057 3.096 -5.215
H -0.647 1.748 -6.387
H -2.414 2.331 -6.332
H -1.944 -0.622 -6.001
H -3.067 -0.865 -4.466
H -3.470 0.373 -5.808
H -2.471 0.707 -2.476
H -1.452 2.252 -2.682
H -2.297 4.335 -3.436
H -3.380 3.951 -4.891
H -4.160 4.781 -3.397
H -4.887 0.775 -3.687
H -5.828 2.307 -3.368
H -4.924 2.051 -5.037
H -4.918 2.085 -1.329
H -3.101 2.517 -0.964
H -4.248 3.858 -1.445
H -1.084 -1.816 -3.809
H 1.228 -2.927 -3.279
C 5.718 -1.060 2.037
C 7.011 -1.774 2.385
O 6.764 -3.019 3.038
S 6.302 -4.281 2.140
C 6.549 -5.531 3.370
O 7.260 -4.479 1.082
O 4.891 -4.173 1.879
H 5.163 -1.603 1.269
H 5.921 -0.055 1.659
H 5.069 -0.987 2.912
H 7.635 -1.918 1.498
H 7.582 -1.158 3.084
H 7.611 -5.586 3.609
H 6.207 -6.480 2.956
H 5.963 -5.277 4.253
C 12.281 -9.876 2.480
C 12.417 -8.452 1.974
O 11.351 -8.104 1.092
S 9.908 -7.746 1.728
C 9.188 -7.043 0.270
O 10.075 -6.703 2.709
O 9.219 -8.973 2.032
H 11.413 -9.978 3.135
H 13.168 -10.170 3.046
H 12.142 -10.570 1.648
H 12.481 -7.741 2.803
H 13.343 -8.363 1.401
H 9.736 -6.140 0.006
H 8.149 -6.800 0.492
H 9.234 -7.777 -0.535
C -0.595 8.417 -0.789
C -1.604 9.500 -1.116
O -1.412 10.022 -2.433
S -1.932 9.151 -3.690
C -1.795 10.425 -4.912
O -3.325 8.839 -3.500
O -0.960 8.132 -3.983
H -0.760 7.528 -1.403
H -0.670 8.123 0.256
H 0.422 8.763 -0.990
H -2.629 9.137 -0.989
H -1.471 10.335 -0.422
H -2.495 11.224 -4.670
H -2.043 9.989 -5.880
H -0.770 10.795 -4.922
C 4.844 -8.336 -1.032
C 5.737 -9.559 -1.109
O 5.704 -10.149 -2.408
S 6.548 -9.448 -3.598
C 6.447 -10.785 -4.755
O 7.918 -9.302 -3.178
O 5.789 -8.340 -4.114
H 5.234 -7.526 -1.652
H 4.775 -7.972 -0.004
H 3.840 -8.566 -1.396
H 6.763 -9.318 -0.817
H 5.371 -10.313 -0.408
H 6.978 -11.644 -4.348
H 6.913 -10.459 -5.684
H 5.397 -11.022 -4.928
C -10.657 3.331 -7.852
C -9.151 3.151 -7.893
O -8.471 4.285 -7.356
S -8.411 4.459 -5.749
C -7.171 5.722 -5.709
O -7.868 3.258 -5.169
O -9.654 5.026 -5.297
H -11.023 3.338 -6.823
H -11.157 2.518 -8.382
H -10.946 4.283 -8.303
H -8.846 2.237 -7.376
H -8.831 3.055 -8.934
H -6.238 5.313 -6.095
H -7.044 6.033 -4.672
H -7.507 6.565 -6.312
C -4.764 1.181 7.490
C -3.857 -0.033 7.423
O -3.875 -0.629 6.124
S -3.030 0.077 4.940
C -3.107 -1.262 3.785
O -1.666 0.239 5.370
O -3.797 1.175 4.414
H -4.378 1.993 6.871
H -4.844 1.547 8.516
H -5.763 0.939 7.120
H -2.835 0.219 7.721
H -4.220 -0.789 8.125
H -2.569 -2.115 4.197
H -2.635 -0.933 2.859
H -4.151 -1.512 3.603
C -8.056 -0.463 12.827
C -7.152 -1.679 12.755
O -7.173 -2.275 11.458
S -6.330 -1.572 10.272
C -6.410 -2.912 9.118
O -4.964 -1.412 10.699
O -7.097 -0.474 9.746
H -7.672 0.349 12.206
H -8.131 -0.098 13.853
H -9.057 -0.704 12.459
H -6.128 -1.429 13.050
H -7.513 -2.435 13.456
H -5.872 -3.765 9.529
H -5.940 -2.583 8.190
H -7.456 -3.160 8.938
```

Computed properties:
- strongest force on any atom (eV/A) = 4.92
- E (hartree) = -6632.33584
- frontier orbital gap (eV) = 8.69
- structure (SMILES) = CN(C)C(=O)C[SiH2]CCOCCOc1ccc(C(C)(C)CC(C)(C)C)cc1.CCOS(C)(=O)=O.CCOS(C)(=O)=O.CCOS(C)(=O)=O.CCOS(C)(=O)=O.CCOS(C)(=O)=O.CCOS(C)(=O)=O.CCOS(C)(=O)=O